The following is a quantum chemistry calculation of a cluster of 3 separate species, C25H63N10O5P2S in total in a non-equilibrium geometry, from the Open Molecules 2025 dataset.

The total charge is +1. For the gap between HOMO and LUMO, the calculation gives 0.150 Eh. The HOMO energy is -9.35 eV.

CARTESIAN COORDINATES (ANGSTROEM)
1 C -2.293 6.088 3.564
2 O -3.677 6.043 4.062
3 C -4.287 4.709 3.891
4 C -4.757 4.171 5.364
5 C -3.625 3.346 6.210
6 C -2.670 2.352 5.310
7 C -2.283 0.947 6.130
8 C -0.819 1.064 6.861
9 C 0.283 -0.065 6.361
10 C 1.402 0.510 5.305
11 C 0.754 1.059 3.903
12 C 0.025 -0.194 3.135
13 N -0.747 0.222 1.870
14 N -0.775 1.464 1.251
15 N -1.564 1.437 0.095
16 C -2.075 -0.013 0.026
17 N -1.511 -0.748 1.236
18 C -1.783 -2.199 1.567
19 S -1.518 -3.273 0.030
20 O -1.452 -4.749 0.519
21 O -0.162 -2.776 -0.606
22 H -1.778 5.042 3.468
23 H -1.689 6.776 4.328
24 H -2.250 6.667 2.523
25 H -5.291 4.894 3.271
26 H -3.656 3.956 3.256
27 H -5.014 5.142 6.007
28 H -5.777 3.570 5.295
29 H -4.189 2.661 6.980
30 H -2.897 4.028 6.853
31 H -1.640 2.929 5.178
32 H -3.106 2.070 4.262
33 H -2.241 0.023 5.399
34 H -3.146 0.719 6.924
35 H -1.004 0.833 8.014
36 H -0.385 2.160 6.826
37 H 0.886 -0.369 7.343
38 H -0.220 -1.073 5.983
39 H 2.071 1.380 5.741
40 H 2.160 -0.378 5.064
41 H 1.564 1.571 3.212
42 H -0.062 1.869 4.118
43 H -0.637 -0.876 3.845
44 H 0.895 -0.908 2.745
45 H -2.764 -0.502 -0.806
46 H -1.219 -2.611 2.505
47 H -2.945 -2.272 1.828
48 H -2.634 -3.016 -0.813
49 O 2.650 4.698 -0.043
50 P 2.831 4.497 -1.567
51 N 1.898 5.888 -1.892
52 C 0.917 6.128 -2.933
53 C 2.570 7.152 -1.574
54 N 1.863 3.079 -1.562
55 C 0.412 3.154 -1.470
56 C 2.328 2.056 -0.614
57 N 3.039 4.265 -3.320
58 C 4.081 5.058 -3.954
59 C 2.270 3.466 -4.253
60 H 1.381 6.366 -3.896
61 H 0.269 6.973 -2.668
62 H 0.234 5.296 -3.078
63 H 3.228 7.463 -2.391
64 H 3.181 7.066 -0.670
65 H 1.848 7.953 -1.379
66 H 0.077 3.851 -0.697
67 H -0.038 2.177 -1.253
68 H -0.021 3.443 -2.426
69 H 2.007 2.277 0.413
70 H 3.421 1.992 -0.620
71 H 1.948 1.068 -0.888
72 H 3.654 5.895 -4.516
73 H 4.691 4.453 -4.632
74 H 4.765 5.471 -3.205
75 H 1.279 3.886 -4.436
76 H 2.160 2.430 -3.920
77 H 2.760 3.400 -5.232
78 O 2.550 -5.316 -3.631
79 P 1.135 -5.762 -4.074
80 N 0.883 -6.551 -2.581
81 C 0.229 -7.813 -2.295
82 C 0.678 -5.643 -1.448
83 N 1.771 -6.837 -5.252
84 C 2.352 -8.117 -4.872
85 C 2.682 -6.187 -6.205
86 N -0.491 -6.276 -4.584
87 C -1.600 -5.459 -4.115
88 C -0.908 -7.445 -5.332
89 H -0.862 -7.726 -2.292
90 H 0.527 -8.189 -1.308
91 H 0.508 -8.606 -2.983
92 H -0.364 -5.313 -1.393
93 H 1.305 -4.750 -1.529
94 H 0.946 -6.119 -0.498
95 H 3.034 -8.033 -4.021
96 H 2.909 -8.578 -5.698
97 H 1.573 -8.841 -4.637
98 H 3.688 -6.057 -5.784
99 H 2.304 -5.200 -6.490
100 H 2.769 -6.774 -7.125
101 H -2.134 -5.951 -3.295
102 H -2.311 -5.244 -4.919
103 H -1.242 -4.492 -3.748
104 H -0.812 -8.364 -4.751
105 H -0.353 -7.558 -6.268
106 H -1.962 -7.381 -5.632

The following is a quantum chemistry calculation of a structure of composition C16H36CoF5N2O2SSbSi3, from the Open Molecules 2025 dataset.

Its relative energy (zero: lowest compared OMol25 entry of this formula, charge and spin) is 10.8 kcal per mole. The total charge is 0. Its spin multiplicity is 2. For the gap between HOMO and LUMO (alpha / beta), the calculation gives 0.295 / 0.307 Eh. The HOMO energy (alpha / beta) is -7.82 / -7.84 eV.

CARTESIAN COORDINATES (ANGSTROEM)
1 Co 0.592 1.571 -0.136
2 F 4.628 2.265 1.842
3 C 3.534 1.923 2.528
4 F 3.324 2.871 3.467
5 F 3.782 0.778 3.164
6 C 2.313 1.820 1.589
7 O 1.911 2.862 1.039
8 O 1.804 0.689 1.409
9 F 0.965 1.443 -2.961
10 C 1.378 2.145 -1.827
11 F 2.714 1.783 -1.650
12 H 1.389 3.187 -2.148
13 C -0.315 5.320 1.987
14 N -0.529 4.072 2.695
15 C 0.016 3.883 4.041
16 C -0.152 2.372 4.289
17 N -0.718 1.926 3.020
18 C -0.867 2.912 2.131
19 S -1.422 2.683 0.531
20 H 0.741 5.590 2.040
21 H -0.923 6.112 2.426
22 H -0.591 5.182 0.947
23 H -0.533 4.488 4.762
24 H 1.060 4.191 4.056
25 H -0.834 2.163 5.111
26 H 0.799 1.882 4.491
27 H -0.857 0.963 2.768
28 C -3.202 -0.885 0.952
29 Si -1.698 -1.957 0.648
30 C -0.680 -2.089 2.233
31 C -2.276 -3.672 0.195
32 Sb -0.202 -0.727 -1.021
33 Si -1.524 -0.858 -3.204
34 C -2.648 0.626 -3.095
35 C -2.522 -2.438 -3.271
36 C -0.468 -0.750 -4.729
37 Si 1.747 -2.385 -1.248
38 C 2.710 -2.450 0.340
39 C 1.062 -4.082 -1.637
40 C 2.784 -1.743 -2.654
41 H -3.613 -1.057 1.952
42 H -3.990 -1.114 0.226
43 H -2.965 0.178 0.854
44 H -1.283 -1.829 3.110
45 H 0.207 -1.448 2.216
46 H -0.333 -3.117 2.371
47 H -2.885 -4.057 1.021
48 H -1.437 -4.355 0.044
49 H -2.886 -3.682 -0.710
50 H -3.387 0.509 -2.296
51 H -3.180 0.798 -4.037
52 H -2.052 1.516 -2.871
53 H -3.391 -2.382 -2.609
54 H -1.927 -3.306 -2.975
55 H -2.884 -2.609 -4.290
56 H 0.104 0.179 -4.745
57 H -1.123 -0.774 -5.606
58 H 0.234 -1.584 -4.805
59 H 2.175 -3.027 1.099
60 H 2.877 -1.446 0.739
61 H 3.682 -2.925 0.168
62 H 0.643 -4.541 -0.737
63 H 1.853 -4.742 -2.013
64 H 0.275 -4.036 -2.395
65 H 2.973 -0.673 -2.527
66 H 2.274 -1.881 -3.611
67 H 3.748 -2.260 -2.697

What is the total charge in the second record?
0